Entry 1:
DFT (wB97M-V/def2-TZVPD) results for a 2-piece molecular cluster, C5H16N4 overall.

Structure (XYZ):
```
25
Properties=species:S:1:pos:R:3
C 0.74 0.95 -0.11
C 1.50 1.39 -1.35
C -0.39 -1.26 0.74
N 1.68 0.99 1.02
N -0.43 1.80 0.03
N 0.85 -1.78 1.13
C -1.47 -1.09 1.52
H 2.21 1.87 1.06
H 1.16 0.94 1.89
H -0.19 2.78 0.23
H -1.01 1.47 0.80
H 1.61 -1.11 1.03
H 0.82 -2.16 2.07
H 2.39 0.78 -1.52
H 0.87 1.37 -2.24
H 1.86 2.44 -1.26
H -2.46 -0.91 1.14
H -1.34 -1.07 2.59
C -1.76 -0.85 -1.39
N -0.53 -1.38 -0.75
H -0.32 -2.34 -1.04
H 0.29 -0.65 -0.98
H -1.78 0.22 -1.17
H -1.68 -1.02 -2.46
H -2.63 -1.37 -1.00
```

Calculated values
* E_LUMO: 0.758 eV
* multiplicity: 1
* E: -11401.34121 eV
* ΔE to the lowest compared entry with this formula, charge and spin: 96.73 kcal/mol

=====

Entry 2:
DFT (wB97M-V/def2-TZVPD) results for C48H49As2CuF3N2O2SbSi as an isolated structure.

Structure (XYZ):
```
109
Properties=species:S:1:pos:R:3
Cu 0.00 0.55 0.16
C -0.04 -0.60 5.12
O 1.12 -0.58 4.27
C 0.88 -0.35 2.99
O -0.20 -0.14 2.49
N 2.05 -0.42 2.28
N 2.05 0.13 0.98
H 0.33 -0.86 6.11
H -0.75 -1.35 4.77
H -0.52 0.38 5.13
H 2.90 -0.35 2.82
H 2.57 -0.50 0.38
H 2.50 1.04 1.01
C 0.99 0.95 -3.90
As -0.07 0.23 -2.44
C -0.46 -1.52 -3.23
C -1.82 1.04 -2.79
C -2.11 1.58 -4.04
C -3.36 2.10 -4.32
C -4.36 2.07 -3.35
C -4.08 1.54 -2.10
C -2.82 1.04 -1.80
As -2.41 0.44 0.00
C -3.62 1.47 1.11
C -3.29 -1.30 0.04
H 0.59 0.62 -4.86
H 2.01 0.58 -3.79
H 1.01 2.04 -3.85
H -0.83 -1.38 -4.24
H -1.21 -2.05 -2.64
H 0.45 -2.13 -3.25
H -1.35 1.60 -4.81
H -3.56 2.53 -5.29
H -5.34 2.47 -3.56
H -4.86 1.55 -1.34
H -4.65 1.20 0.90
H -3.46 2.53 0.94
H -3.39 1.23 2.15
H -4.35 -1.19 -0.21
H -3.19 -1.71 1.04
H -2.82 -1.97 -0.67
C 2.82 3.20 4.10
C 3.40 3.57 2.89
C 2.65 3.55 1.72
C 1.31 3.15 1.73
C 0.75 2.78 2.96
C 1.49 2.81 4.13
Si 0.31 2.98 0.14
C 1.39 3.46 -1.32
C 1.08 4.53 -2.16
C 1.91 4.89 -3.21
C 3.09 4.19 -3.44
C 3.42 3.12 -2.62
C 2.57 2.76 -1.58
C -1.24 4.02 0.19
C -1.65 4.67 1.36
C -2.83 5.40 1.41
C -3.63 5.49 0.28
C -3.24 4.86 -0.90
C -2.06 4.14 -0.94
H 3.40 3.22 5.01
H 4.43 3.89 2.86
H 3.11 3.86 0.79
H -0.29 2.45 3.00
H 1.03 2.53 5.07
H 0.18 5.11 -1.98
H 1.65 5.72 -3.84
H 3.74 4.48 -4.25
H 4.34 2.57 -2.79
H 2.85 1.90 -0.97
H -1.02 4.63 2.25
H -3.12 5.89 2.32
H -4.55 6.06 0.32
H -3.86 4.94 -1.78
H -1.78 3.65 -1.87
F -2.55 -7.57 -2.69
C -1.95 -6.55 -2.05
C -2.52 -6.07 -0.89
C -1.90 -5.02 -0.23
C -0.72 -4.46 -0.72
C -0.18 -4.98 -1.90
C -0.79 -6.02 -2.57
Sb 0.18 -2.74 0.19
C 2.16 -3.14 -0.47
C 2.79 -2.20 -1.28
C 4.07 -2.42 -1.80
C 4.69 -3.61 -1.49
F 5.92 -3.84 -1.98
C 4.09 -4.58 -0.71
C 2.83 -4.34 -0.21
C 0.29 -3.47 2.19
C -0.90 -3.61 2.91
C -0.90 -4.05 4.22
C 0.31 -4.32 4.82
F 0.32 -4.74 6.10
C 1.51 -4.17 4.16
C 1.49 -3.75 2.84
H -3.43 -6.52 -0.51
H -2.35 -4.65 0.68
H 0.74 -4.57 -2.31
H -0.37 -6.44 -3.48
H 2.28 -1.27 -1.54
H 4.56 -1.69 -2.43
H 4.62 -5.50 -0.51
H 2.35 -5.11 0.39
H -1.85 -3.36 2.45
H -1.82 -4.18 4.78
H 2.44 -4.39 4.67
H 2.43 -3.63 2.32
```

Calculated values
* total charge: +1
* E_LUMO (alpha / beta): -1.724 / -3.654 eV
* multiplicity: 2
* E: -246525.86166 eV
* expectation value of S²: 0.76
* ΔE to the lowest compared entry with this formula, charge and spin: 2.38 kcal/mol